Density functional theory data (the ωB97M-V functional and the def2-TZVPD basis) for an isolated ion of composition C20H28N and charge +1 at a distorted geometry.

Cartesian coordinates (Å):
C 0.41 3.61 1.39
C 0.29 2.06 1.44
N 0.49 1.08 0.19
C -0.57 1.43 -0.83
C -0.47 2.83 -1.41
C 1.87 1.20 -0.45
C 2.87 2.15 0.25
H 0.06 3.98 2.35
H 1.43 3.99 1.31
H -0.21 4.09 0.66
H 0.97 1.69 2.20
H -0.72 1.89 1.81
H -0.40 0.66 -1.59
H -1.53 1.29 -0.36
H -1.09 2.91 -2.30
H -0.96 3.54 -0.76
H 0.50 3.19 -1.70
H 2.28 0.19 -0.49
H 1.78 1.64 -1.46
H 3.88 2.01 -0.18
H 2.68 3.25 0.13
H 3.02 1.92 1.31
C -3.88 -2.52 -3.30
C -2.95 -2.07 -2.22
C -3.40 -1.38 -1.10
C -2.50 -1.00 -0.12
C -1.11 -1.15 -0.34
C -0.17 -0.40 0.58
C 0.79 -1.29 1.31
C 1.27 -0.86 2.56
C 2.31 -1.53 3.17
C 2.82 -2.73 2.64
C 2.19 -3.25 1.51
C 1.13 -2.59 0.89
C -0.66 -1.86 -1.44
C -1.58 -2.32 -2.37
H -3.40 -3.29 -3.91
H -4.79 -2.93 -2.86
H -4.19 -1.68 -3.94
H -4.45 -1.12 -1.04
H -2.88 -0.44 0.74
H -0.79 0.14 1.32
H 0.88 0.06 3.02
H 2.76 -1.13 4.07
H 3.65 -3.25 3.12
H 2.54 -4.19 1.10
H 0.66 -3.06 0.04
H 0.41 -1.93 -1.65
H -1.23 -2.85 -3.26

Values from the calculation:
* F_max: 0.0550 Eh/bohr
* Kohn-Sham gap: 9.24 eV
* HOMO energy: -11.8893 eV
* charge: +1
* structure (SMILES): CC[N+](CC)(CC)[C@H](c1ccccc1)c1ccc(C)cc1
* lowest unoccupied orbital energy: -2.6531 eV